Entry from the Open Molecules 2025 dataset: one molecule with the formula C2H2ClI (ωB97M-V with the def2-TZVPD basis set).

## Properties
Multiplicity: 1
Energy above the lowest of the compared OMol25 structures with the same formula, charge and spin in kcal/mol: 0.00
LUMO energy in eV: 0.137
Structure (SMILES): C=C(Cl)I
Frontier orbital gap in eV: 9.59

Atoms and positions in Å:
C1 -0.35 0.18 -0.07
C2 -1.51 0.75 -0.40
Cl1 -1.72 2.47 -0.47
I1 -3.24 -0.39 -0.89
H1 -0.58 -0.88 -0.26
H2 0.57 0.59 0.23

Atom charges from the Löwdin analysis, given in e for atoms 1 to 5: C -0.128; C -1.280; Cl 0.545; I 0.787; H 0.025